Record 1
DFT (the ωB97M-V functional and the def2-TZVPD basis) results for 2 unconnected molecules or ions with the total composition C2H3NS in a non-equilibrium geometry.

Values from the calculation:
* E: -530.808945 hartree
* total charge: 0
* energy above the lowest of the compared OMol25 structures with the same formula, charge and spin: 78.9 kcal per mole
* LUMO energy (spin up / spin down): -0.0216 / -0.0217 hartree
* strongest force on any atom: 0.1260 hartree/bohr
* gap between HOMO and LUMO (spin up / spin down): 7.94 / 7.94 eV

Last column: Löwdin charge in e.
CARTESIAN COORDINATES (ANGSTROEM)
S (2.0244, -0.2178, 2.3559)  0.514
N (-1.6556, 0.5313, -1.6381)  0.080
C (-1.0013, -0.1023, -0.8495)  0.007
C (0.9504, -0.2736, 1.0153)  -0.563
H (0.5971, -1.2944, 0.9403)  -0.027
H (1.3998, 0.5153, 0.4351)  -0.040
H (-2.3148, 0.8414, -2.2591)  0.029



Record 2
DFT (the ωB97M-V functional and the def2-TZVPD basis) results for 3 unconnected molecules or ions with the total composition C17H19FN3O8P2 in a non-equilibrium geometry.

Values from the calculation:
* E: -2207.841469 hartree
* total charge: +1
* LUMO energy: -0.2123 hartree
* strongest force on any atom: 0.0961 hartree/bohr
* gap between HOMO and LUMO: 5.99 eV

Last column: Löwdin charge in e.
CARTESIAN COORDINATES (ANGSTROEM)
P (3.2809, 2.1563, 0.6918)  0.513
P (-2.1809, 3.3352, 1.5746)  0.542
F (0.7277, -2.7591, 0.6140)  0.112
O (4.6107, 3.0690, 0.2946)  -0.104
O (-3.5458, 2.4103, 1.8178)  -0.136
O (-1.9786, 3.7656, -0.0302)  -0.157
O (3.3967, 0.8684, -0.0277)  -0.230
O (-2.4128, 4.6232, 2.2845)  -0.277
O (3.3401, 2.0262, 2.3635)  -0.022
O (2.0511, 1.5120, 4.0984)  0.212
O (1.9543, 3.0520, 0.2672)  -0.109
N (-3.1735, 1.6216, -2.0692)  0.041
N (5.2451, -4.9248, -0.9340)  0.062
N (-0.7928, -1.0155, 0.7150)  0.186
C (4.8055, -5.8623, -1.7801)  -0.140
C (-0.2545, 1.1750, 1.8083)  -0.105
C (-4.1117, 2.3326, -1.4293)  -0.164
C (0.4524, -1.4895, 0.9963)  -0.166
C (2.9538, -4.4068, -0.4333)  -0.085
C (1.4600, -0.7186, 1.7016)  0.139
C (-4.9415, 0.3975, -3.1429)  -0.067
C (2.5222, -5.3836, -1.3178)  -0.081
C (3.4638, -6.1284, -2.0082)  -0.067
C (4.3186, -4.2183, -0.2810)  -0.155
C (-1.1472, 0.2800, 1.0971)  0.043
C (-5.8932, 1.1471, -2.4655)  -0.063
C (-5.4737, 2.1354, -1.5889)  -0.049
C (1.1127, 0.6500, 2.1254)  0.000
C (-3.6037, 0.6705, -2.9098)  -0.162
C (2.1961, 1.4429, 2.9168)  -0.429
C (-0.6198, 2.6164, 2.2936)  -0.140
H (-2.8236, 0.1094, -3.4137)  0.100
H (2.4499, -1.1950, 1.8992)  0.164
H (-0.7139, 2.6455, 3.4117)  0.136
H (4.6144, 3.0756, -0.6885)  0.107
H (3.1655, -6.8985, -2.7073)  0.105
H (5.5800, -6.4209, -2.2943)  0.108
H (-3.3402, 1.5727, 2.2737)  0.073
H (-2.1930, 0.5819, 0.8314)  0.131
H (-6.9496, 0.9623, -2.6202)  0.113
H (-1.4919, 3.0576, -0.5073)  0.072
H (-5.2321, -0.3811, -3.8357)  0.107
H (-3.7314, 3.0948, -0.7617)  0.065
H (1.4633, -5.5619, -1.4671)  0.104
H (4.7058, -3.4635, 0.3968)  0.099
H (1.9324, 3.8058, 0.8941)  0.098
H (-1.4805, -1.6126, 0.2372)  0.203
H (0.2183, 3.3153, 2.0287)  0.100
H (2.2506, -3.8072, 0.1230)  0.059
H (-6.1862, 2.7394, -1.0428)  0.113



Record 3
DFT (the ωB97M-V functional and the def2-TZVPD basis) results for a molecular structure, C41H52As3F5N3O3SSn.

Values from the calculation:
* E: -9802.740973 hartree
* total charge: -1
* energy above the lowest of the compared OMol25 structures with the same formula, charge and spin: 25.7 kcal per mole
* LUMO energy: 0.0680 hartree
* strongest force on any atom: 0.0138 hartree/bohr
* gap between HOMO and LUMO: 6.11 eV

Last column: Löwdin charge in e.
CARTESIAN COORDINATES (ANGSTROEM)
Sn (1.3104, 0.2802, -0.9211)  1.265
As (-1.7792, -0.9376, -1.3951)  1.106
As (-4.4614, -4.8373, 2.6559)  1.122
As (-0.7174, -1.0915, 2.3288)  1.126
S (2.4688, 4.0301, 1.3848)  0.641
F (0.2581, 5.1193, 3.0931)  0.060
F (2.4630, 9.0038, 4.5427)  0.089
F (0.2734, 7.3858, 4.5269)  0.093
F (4.6509, 6.0720, 1.6083)  0.063
F (4.6244, 8.3416, 3.0295)  0.093
O (1.0741, 3.9606, -3.2490)  0.052
O (4.7865, -1.9318, -2.5849)  0.031
O (3.5151, 1.2616, 0.4935)  -0.318
N (2.6529, -1.5597, -1.7667)  -0.055
N (2.7351, 0.9383, -2.5644)  0.016
N (0.3598, 2.0416, -2.1547)  -0.050
C (-1.8039, -0.5747, 3.8966)  -0.323
C (-1.5592, -2.8205, 1.8550)  -0.354
C (0.7145, -1.8928, 3.4000)  -0.325
C (-2.4637, -2.6228, -0.5634)  -0.341
C (-3.6158, 3.4431, -2.2817)  -0.104
C (1.4170, -4.9696, -1.0759)  -0.071
C (-3.7242, -1.6366, 1.3769)  -0.099
C (1.3492, 7.0485, 3.7970)  -0.162
C (-2.1156, -1.5304, -3.2446)  -0.302
C (3.5504, 6.3649, 2.3090)  -0.260
C (-0.9620, 2.2815, -4.7084)  -0.045
C (-3.7932, -3.8726, 4.2436)  -0.362
C (-1.6934, 2.7443, -0.9897)  -0.237
C (-3.5147, -4.1319, 1.0476)  -0.386
C (2.4557, 5.4814, 2.2803)  -0.615
C (-0.9929, 2.4815, -2.1766)  -0.223
C (0.8746, -3.4014, -2.9659)  -0.054
C (4.6978, 2.0207, -4.1160)  -0.024
C (3.1213, -4.4459, 0.5183)  -0.063
C (-2.9877, 3.2464, -1.0642)  -0.086
C (4.8016, 0.7070, -3.6762)  0.019
C (3.7897, 0.1969, -2.8827)  -0.169
C (3.5715, 2.7663, -3.7987)  0.024
C (-2.9512, 3.1073, -3.4481)  -0.071
C (-3.4080, 0.1636, -1.3613)  -0.301
C (4.3725, -2.2709, 0.4620)  -0.033
C (2.5887, 2.1753, -3.0223)  -0.170
C (-1.6449, 2.6324, -3.4154)  -0.217
C (-1.0799, 2.4633, 0.3463)  -0.074
C (1.2490, 2.8368, -2.7879)  -0.503
C (4.3053, 1.1988, 1.6821)  -0.163
C (3.3329, -3.2067, -0.0770)  -0.202
C (-2.7942, -2.7731, 0.9439)  -0.661
C (1.6107, -3.7444, -1.7008)  -0.214
C (2.5495, -2.8394, -1.1831)  -0.226
C (3.7973, -1.2269, -2.3756)  -0.502
C (1.3550, 5.8863, 3.0550)  -0.260
C (-6.1397, -3.8124, 2.4977)  -0.357
C (2.4523, 7.8821, 3.8035)  -0.163
C (2.1586, -5.3194, 0.0414)  -0.102
C (3.5530, 7.5325, 3.0420)  -0.162
H (-1.8300, -0.7194, -3.9164)  0.017
H (-1.2492, 0.1989, 4.4284)  0.020
H (-0.9329, 1.3824, 0.4804)  -0.028
H (-1.9668, -1.4201, 4.5676)  0.012
H (4.2420, 0.1882, 2.0833)  0.064
H (-3.4834, 0.7747, -0.4656)  0.016
H (-1.5410, -2.4153, -3.5048)  -0.007
H (-5.9891, -2.7451, 2.6541)  0.008
H (-2.7620, -0.1526, 3.5970)  0.008
H (-4.6236, 3.8387, -2.3218)  0.097
H (-1.8287, -3.3103, 2.7941)  0.041
H (0.3223, -2.6834, 4.0428)  0.023
H (1.4811, -2.3118, 2.7533)  0.006
H (-0.3315, 1.3983, -4.5818)  0.074
H (-3.3836, -2.8412, -1.1159)  0.069
H (1.5236, -3.5750, -3.8281)  0.093
H (1.9880, -6.2680, 0.5357)  0.093
H (5.6370, 0.0689, -3.9251)  0.118
H (-3.3517, 0.8381, -2.2170)  0.010
H (0.6903, -5.6652, -1.4824)  0.103
H (-3.5082, 3.4975, -0.1467)  0.111
H (4.6704, -2.5600, 1.4706)  0.080
H (5.3491, 1.4315, 1.4534)  0.085
H (-3.4415, 3.2375, -4.4067)  0.105
H (3.9366, 1.9106, 2.4205)  0.040
H (-4.0144, -1.7480, 2.4202)  0.044
H (-4.5186, -4.0495, 5.0389)  0.016
H (-6.8502, -4.1750, 3.2408)  0.008
H (-6.5765, -3.9664, 1.5109)  0.014
H (-0.0217, -4.0120, -3.0796)  0.068
H (-3.6978, -2.7987, 4.0972)  -0.012
H (-3.2162, -0.6765, 1.2680)  0.041
H (-0.3171, 3.1014, -5.0277)  0.079
H (-4.6290, -1.6286, 0.7651)  0.089
H (-4.3001, -4.1846, 0.2850)  0.060
H (3.4289, 3.7833, -4.1332)  0.122
H (-0.1064, 2.9404, 0.4476)  0.034
H (3.3377, 2.2186, 0.3679)  -0.058
H (3.7214, -4.7227, 1.3785)  0.104
H (-2.8351, -4.2750, 4.5699)  0.013
H (-1.7134, 2.8245, 1.1552)  0.083
H (5.2544, -2.2774, -0.1811)  0.085
H (-1.7304, -3.3829, -0.8546)  0.067
H (5.4838, 2.4563, -4.7195)  0.109
H (-1.6947, 2.0921, -5.4935)  0.075
H (0.6127, -2.3443, -2.9764)  0.039
H (-3.1770, -1.7417, -3.3835)  0.028
H (-0.7700, -3.4242, 1.3920)  0.078
H (3.9959, -1.2480, 0.4708)  0.047
H (-4.2939, -0.4671, -1.4539)  0.033
H (1.1670, -1.1217, 4.0247)  0.022
H (-2.7954, -4.9155, 0.7907)  0.060



Record 4
DFT (the ωB97M-V functional and the def2-TZVPD basis) results for a gas-phase ion, C6H11N3O (charge +2) in a non-equilibrium geometry.

Values from the calculation:
* E: -473.917123 hartree
* total charge: +2
* energy above the lowest of the compared OMol25 structures with the same formula, charge and spin: 104.5 kcal per mole
* LUMO energy: -0.3160 hartree
* strongest force on any atom: 0.1080 hartree/bohr
* gap between HOMO and LUMO: 8.05 eV

Last column: Löwdin charge in e.
CARTESIAN COORDINATES (ANGSTROEM)
O (5.2464, -1.2676, -0.5031)  0.407
N (-0.2563, -0.0933, 0.1744)  -0.086
N (1.2467, -0.6454, -1.6619)  0.330
N (3.4597, 0.1123, 0.2241)  0.152
C (4.3456, -0.7113, -0.1325)  -0.114
C (-0.7547, 0.3904, 1.3749)  -0.137
C (1.0120, -0.2085, -0.2440)  -0.170
C (-2.1992, 0.2729, 0.7931)  -0.019
C (-1.5070, -0.1805, -0.5562)  -0.048
C (2.0288, 0.3346, 0.5200)  0.048
H (0.3842, -0.3580, -2.0820)  0.157
H (-0.6393, 1.3917, 1.7056)  0.123
H (2.1838, -0.3495, -2.0279)  0.208
H (-0.7115, -0.1473, 2.4023)  0.180
H (-2.8550, -0.5182, 1.3460)  0.170
H (-2.7236, 1.1025, 0.6774)  0.062
H (1.9495, 0.9665, 1.3012)  0.096
H (-1.4704, 0.4282, -1.3589)  0.090
H (4.0693, 0.9713, 0.3621)  0.244
H (-1.6101, -1.1793, -0.9510)  0.132
H (1.1994, -1.6332, -1.7608)  0.174



Record 5
DFT (the ωB97M-V functional and the def2-TZVPD basis) results for a molecular structure, C26H28CaN7O3 in a non-equilibrium geometry.

Values from the calculation:
* E: -2294.072161 hartree
* total charge: +1
* energy above the lowest of the compared OMol25 structures with the same formula, charge and spin: 20.7 kcal per mole
* LUMO energy: -0.1295 hartree
* strongest force on any atom: 0.0411 hartree/bohr
* gap between HOMO and LUMO: 7.09 eV

Last column: Löwdin charge in e.
CARTESIAN COORDINATES (ANGSTROEM)
Ca (-0.0321, 0.4289, 0.1329)  1.322
O (-2.5848, 0.5820, 1.7703)  0.139
O (-2.5296, 3.3380, -2.5195)  0.051
O (-1.4841, 1.3216, -1.2548)  -0.262
N (1.7373, 4.9614, 1.2282)  -0.080
N (0.5252, 3.0069, 0.3584)  -0.141
N (-0.3414, -1.8210, 1.2847)  0.007
N (-1.0529, -0.5802, -2.5157)  0.081
N (-0.7936, -1.1005, -1.2667)  -0.167
N (1.0229, 4.9228, -1.0993)  -0.073
N (-0.6205, 5.1621, 0.6784)  -0.074
C (-1.4770, 1.4792, -3.6558)  -0.098
C (-1.0158, 0.9499, -4.8688)  -0.028
C (-1.0933, -4.0397, 0.8073)  0.000
C (-0.7379, 3.7180, 0.7471)  -0.189
C (2.5707, -1.6056, -0.3985)  -0.095
C (-0.9082, -4.4019, 2.1320)  -0.026
C (-0.2517, 5.5356, -0.6964)  -0.139
C (-2.1646, 3.4785, -4.8313)  -0.003
C (3.0889, -0.8308, 1.8221)  -0.075
C (1.5856, 3.5190, 1.2776)  -0.184
C (-1.6989, 2.9369, -6.0112)  -0.060
C (-1.1175, 1.6669, -6.0392)  -0.078
C (-0.4453, -3.4566, 3.0309)  -0.035
C (-0.8084, -2.7445, 0.4163)  -0.252
C (-2.0544, 2.7559, -3.6471)  -0.261
C (-1.0552, -2.3079, -0.9816)  -0.057
C (2.7366, -1.8603, 0.9568)  -0.092
C (3.2953, 0.4541, 1.3284)  -0.084
C (-1.5568, 0.8195, 2.1443)  -0.009
C (0.8768, 3.4792, -1.0235)  -0.164
C (-0.1772, -2.1857, 2.5590)  -0.147
C (3.1694, 0.7034, -0.0374)  -0.121
C (2.0625, 5.3439, -0.1539)  -0.153
C (2.8087, -0.3281, -0.8990)  -0.107
C (0.4546, 5.5825, 1.5832)  -0.156
C (-1.3329, 0.7115, -2.4076)  -0.417
H (3.0123, 4.8869, -0.4372)  0.129
H (2.7475, -0.1504, -1.9660)  0.119
H (-1.5350, 3.3841, 0.0883)  0.109
H (-0.9768, 3.4394, 1.7744)  0.106
H (-2.6237, 4.4592, -4.7966)  0.124
H (-1.0367, 5.2120, -1.3794)  0.123
H (-0.5824, -0.0420, -4.8620)  0.108
H (2.5291, 3.0619, 0.9994)  0.089
H (-1.4619, -4.7489, 0.0775)  0.125
H (2.5901, -2.8631, 1.3385)  0.115
H (-1.1305, -5.4091, 2.4604)  0.122
H (-0.7543, 1.2501, -6.9692)  0.105
H (0.1976, -1.4218, 3.2326)  0.113
H (2.1722, 6.4263, -0.2032)  0.131
H (2.3005, -2.4071, -1.0744)  0.117
H (-2.3749, 2.7073, -1.7912)  0.056
H (0.1934, 5.3070, 2.6063)  0.129
H (3.4003, 1.6818, -0.4367)  0.098
H (-1.7888, 3.5083, -6.9274)  0.111
H (1.8193, 3.0102, -1.3096)  0.115
H (3.6010, 1.2459, 2.0001)  0.111
H (-0.2943, -3.6934, 4.0758)  0.117
H (0.5607, 6.6653, 1.5329)  0.131
H (0.0941, 3.1569, -1.7088)  0.110
H (-0.1571, 6.6196, -0.7533)  0.132
H (3.2282, -1.0317, 2.8780)  0.115
H (-1.5069, -2.9864, -1.7019)  0.138
H (1.3335, 3.2151, 2.2955)  0.130



Record 6
DFT (the ωB97M-V functional and the def2-TZVPD basis) results for C4H7N3 in the gas phase in a non-equilibrium geometry.

Values from the calculation:
* E: -320.673612 hartree
* total charge: 0
* energy above the lowest of the compared OMol25 structures with the same formula, charge and spin: 131.6 kcal per mole
* LUMO energy: 0.0198 hartree
* strongest force on any atom: 0.2136 hartree/bohr
* gap between HOMO and LUMO: 8.75 eV

Last column: Löwdin charge in e.
CARTESIAN COORDINATES (ANGSTROEM)
N (1.8327, 0.7892, -0.1513)  0.045
N (-0.1095, -0.4818, -0.0680)  0.021
N (2.0104, -1.4886, 0.0543)  0.021
C (-0.9116, 0.8397, 0.1319)  -0.217
C (-2.2909, 0.2257, 0.0706)  -0.132
C (1.1977, -0.3928, 0.1125)  -0.630
C (-3.2139, -0.8107, -0.0602)  0.085
H (1.5285, 1.8358, -0.1855)  0.123
H (-0.8043, 1.5260, 1.1689)  0.167
H (-0.7647, 1.4707, -0.8901)  0.152
H (-0.5132, -1.3482, 0.3356)  0.139
H (2.9426, 0.7365, -0.0791)  0.147
H (-3.9522, -1.6316, -0.4452)  0.058
H (3.0485, -1.2698, 0.0055)  0.023